Record 1
9
Properties=species:S:1:pos:R:3 method="wB97M-V/def2-TZVPD" total_charge=-1 e_above_lowest_ev=2.629 multiplicity=1 smiles=CC#CN[O-] e_lumo_ev=4.0468
C 0.169 0.567 0.046
C 0.801 1.608 -0.072
C -0.275 -0.788 0.237
N 0.895 3.333 -0.222
O -0.303 3.771 -0.560
H -0.614 -1.375 -0.626
H 0.347 -1.391 0.834
H -1.273 -0.900 0.901
H 1.432 3.481 -1.064

***

Record 2
8
Properties=species:S:1:pos:R:3 method="wB97M-V/def2-TZVPD" total_charge=0 e_above_lowest_ev=0.000 multiplicity=3 e_lumo_ev="0.9168 / -2.0457" s_squared=2.008
C 0.810 -0.414 0.044
N 0.027 -0.238 1.334
N -1.050 0.274 1.053
O -0.054 -0.601 -1.007
P -1.520 0.141 -0.574
H 1.411 0.575 -0.010
H 1.471 -1.182 0.013
H -1.096 1.445 -0.852

***

Record 3
42
Properties=species:S:1:pos:R:3 method="wB97M-V/def2-TZVPD" total_charge=0 e_above_lowest_ev=17.403 multiplicity=1 e_lumo_ev=0.4323
C -4.310 -0.650 4.538
C -4.695 -0.922 3.085
O -3.667 -1.751 2.486
C -2.458 -1.174 2.017
C -2.149 0.067 2.036
C -0.774 0.680 1.723
C 0.131 -0.084 1.142
C -0.190 -1.732 1.031
C -1.421 -2.116 1.401
H -1.842 -3.064 1.294
H 0.645 -2.322 0.736
N 1.556 0.115 0.855
C 2.218 -0.452 -0.040
O 2.363 -1.493 -0.231
C 3.542 0.434 -0.266
C 4.336 0.187 -1.451
C 3.345 0.072 -2.768
O 3.834 -0.539 -3.691
N 2.279 0.586 -2.592
C 1.851 1.729 -1.766
N 0.673 2.019 -1.826
C -0.248 1.794 -2.614
C 0.045 0.368 -3.263
C 1.478 0.621 -3.812
H 1.861 -0.728 -4.291
H 1.448 1.254 -4.497
H -0.837 0.172 -4.319
H -0.019 -0.565 -2.519
H -1.263 1.657 -2.087
H -0.640 2.510 -3.362
S 3.010 2.165 -0.528
H 4.669 -1.084 -1.319
H 5.182 0.682 -1.554
H 4.124 0.648 0.549
H 1.533 1.216 1.027
H -0.376 1.626 2.127
H -2.702 0.737 2.595
H -5.498 -1.194 2.959
H -4.644 0.097 2.533
H -4.897 -0.066 5.005
H -4.312 -1.544 4.995
H -3.181 0.045 4.663

***

Record 4
104
Properties=species:S:1:pos:R:3 method="wB97M-V/def2-TZVPD" total_charge=-2 e_above_lowest_ev=0.070 multiplicity=2 e_lumo_ev="3.6894 / 3.6894" s_squared=1.011
Co -1.193 -0.152 0.861
C -3.554 -0.864 -1.849
C -2.799 0.418 -1.786
C -3.008 1.554 -2.591
C -2.121 2.506 -2.137
C -1.918 3.907 -2.609
N -1.411 1.957 -1.135
N -1.834 0.679 -0.912
B -0.447 2.672 -0.166
N -1.136 2.883 1.179
N -1.784 1.824 1.721
C -2.214 2.198 2.915
C -2.933 1.269 3.827
C -1.842 3.540 3.147
C -1.155 3.936 2.019
C -0.524 5.251 1.699
N 0.802 1.782 0.028
N 0.651 0.463 0.317
C 1.873 -0.055 0.441
C 2.118 -1.489 0.753
C 2.826 0.947 0.218
C 2.106 2.095 -0.036
C 2.600 3.465 -0.363
H -3.945 -1.004 -2.861
H -2.941 -1.713 -1.562
H -4.388 -0.851 -1.147
H -3.732 1.662 -3.383
H -2.573 4.100 -3.459
H -2.150 4.631 -1.826
H -0.887 4.083 -2.921
H -0.098 3.721 -0.640
H -3.744 0.761 3.302
H -2.246 0.504 4.191
H -3.338 1.819 4.680
H -2.063 4.138 4.017
H -0.827 5.988 2.443
H 0.567 5.195 1.712
H -0.821 5.615 0.714
H 1.186 -2.049 0.761
H 2.791 -1.925 0.009
H 2.576 -1.594 1.738
H 3.899 0.843 0.237
H 3.685 3.447 -0.455
H 2.176 3.831 -1.299
H 2.335 4.182 0.416
O 1.760 -2.881 5.244
C 1.830 -1.565 5.494
C 2.632 -1.136 6.556
C 2.729 0.209 6.867
C 2.030 1.156 6.126
C 1.243 0.733 5.065
C 1.134 -0.613 4.728
C 0.294 -0.985 3.544
O -0.189 -0.060 2.844
N 0.163 -2.284 3.344
N -0.533 -2.559 2.171
C -1.282 -3.579 2.258
S -2.112 -4.270 0.875
C -3.444 -4.936 1.893
C -2.797 -5.586 3.105
S -1.562 -4.441 3.783
H 1.101 -2.975 4.477
H 3.163 -1.889 7.125
H 3.353 0.520 7.698
H 2.095 2.208 6.372
H 0.683 1.434 4.458
H -3.999 -5.658 1.293
H -4.092 -4.103 2.170
H -2.320 -6.532 2.840
H -3.536 -5.764 3.889
C 2.695 1.268 -3.464
C 1.216 1.628 -3.441
C 0.311 0.459 -3.794
N 0.468 -0.623 -2.819
C -0.066 -1.846 -2.940
S -0.416 -2.858 -1.697
N -0.342 -2.257 -4.274
C 0.475 -2.302 -5.368
O 0.026 -2.568 -6.474
C 1.948 -2.084 -5.183
C 2.647 -1.497 -6.234
C 4.017 -1.317 -6.143
C 4.697 -1.746 -5.010
C 4.006 -2.357 -3.974
C 2.631 -2.523 -4.054
H 3.314 2.133 -3.217
H 2.999 0.898 -4.448
H 2.917 0.488 -2.734
H 1.005 2.431 -4.154
H 0.935 2.009 -2.460
H 0.588 0.096 -4.784
H -0.738 0.772 -3.828
H 0.544 -0.321 -1.848
H -1.231 -2.721 -4.384
H 2.097 -1.191 -7.115
H 4.557 -0.846 -6.955
H 5.768 -1.603 -4.936
H 4.535 -2.698 -3.093
H 2.096 -3.001 -3.243
O -4.842 -2.350 0.801
S -4.166 -1.285 1.559
O -3.927 -1.684 2.953
O -2.799 -1.120 0.871
O -4.871 -0.004 1.458

***

Record 5
55
Properties=species:S:1:pos:R:3 method="wB97M-V/def2-TZVPD" total_charge=+1 e_above_lowest_ev=0.569 multiplicity=3 e_lumo_ev="-3.1133 / -3.0903" s_squared=2.006
Ni 0.451 -0.598 0.023
C 2.051 1.910 -0.517
C 2.855 0.634 -0.847
N 2.548 -0.409 0.137
C 3.080 -0.103 1.474
C 2.045 -0.395 2.586
N 0.658 -0.302 2.107
C -0.008 0.978 2.355
C 0.593 2.070 1.472
N 0.762 1.564 0.105
H 2.621 2.555 0.158
H 1.905 2.469 -1.441
H 2.549 0.260 -1.827
H 3.929 0.865 -0.868
H 2.930 -1.290 -0.203
H 3.988 -0.678 1.680
H 3.364 0.949 1.495
H 2.203 -1.413 2.948
H 2.212 0.289 3.428
H 0.126 -1.001 2.620
H -1.063 0.844 2.102
H 0.064 1.261 3.413
H -0.064 2.945 1.503
H 1.559 2.365 1.884
H 0.017 1.942 -0.474
C -3.619 -2.011 0.474
C -2.143 -1.785 0.436
N -1.543 -0.895 -0.282
N -2.028 -0.123 -1.218
C -1.041 0.296 -2.030
O 0.132 -0.154 -1.918
C -1.359 1.373 -2.979
C -0.303 2.088 -3.546
C -0.553 3.220 -4.296
C -1.859 3.643 -4.491
C -2.914 2.920 -3.957
C -2.672 1.782 -3.210
C -1.187 -2.610 1.159
C -1.507 -3.424 2.247
C -0.510 -4.173 2.845
C 0.773 -4.128 2.313
C 1.011 -3.310 1.221
N 0.080 -2.538 0.675
H -4.101 -1.353 -0.243
H -4.018 -1.799 1.467
H -3.857 -3.044 0.229
H 0.709 1.754 -3.369
H 0.269 3.779 -4.718
H -2.053 4.545 -5.050
H -3.929 3.250 -4.110
H -3.483 1.210 -2.788
H -2.515 -3.432 2.630
H -0.726 -4.797 3.699
H 1.573 -4.716 2.730
H 1.994 -3.274 0.771

***

Record 6
23
Properties=species:S:1:pos:R:3 method="wB97M-V/def2-TZVPD" total_charge=0 multiplicity=1 e_lumo_ev=0.3751
C 2.071 0.994 -0.091
C 0.379 0.659 1.759
C 0.638 1.301 0.422
C -0.303 0.156 0.544
N 2.010 0.532 -1.307
N -0.940 -2.327 0.996
N -1.656 0.745 -1.610
O 3.148 1.207 0.402
O -0.176 -1.562 -1.436
O 1.316 -1.858 0.383
O -2.805 -0.519 0.225
O -2.247 1.861 0.376
S 0.006 -1.477 0.001
S -1.910 0.568 -0.063
H 1.146 -0.111 2.189
H -0.119 1.314 2.638
H 0.272 2.192 0.241
H 1.306 0.019 -1.890
H 2.903 0.372 -1.732
H -1.984 -2.328 0.836
H -0.600 -3.279 1.189
H -1.242 -0.076 -2.048
H -1.215 1.617 -2.023

***

Record 7
25
Properties=species:S:1:pos:R:3 method="wB97M-V/def2-TZVPD" total_charge=+1 e_above_lowest_ev=8.776 multiplicity=1 e_lumo_ev=-10.2026
C -1.789 1.124 0.617
C -1.551 -0.011 -0.380
C -2.654 -1.059 -0.471
N 2.306 -1.048 1.389
N -0.550 1.811 0.834
H -2.518 1.835 0.150
H -2.160 0.669 1.547
H -0.610 -0.521 -0.113
H -1.334 0.410 -1.363
H -3.502 -0.709 -1.059
H -2.940 -1.524 0.470
H 3.036 -0.483 0.975
H -2.258 -1.902 -1.041
H 2.532 -1.220 2.364
H 1.400 -0.590 1.416
H -0.638 2.629 1.444
H 2.336 0.930 -1.005
H 3.820 1.167 -1.275
O 3.201 0.457 -1.053
H 0.046 2.017 -0.017
H 1.030 2.363 -1.925
O 0.977 1.724 -1.189
H 1.094 -2.267 0.363
H 0.466 -3.265 -0.636
O 0.259 -2.534 -0.044

***

Record 8
76
Properties=species:S:1:pos:R:3 method="wB97M-V/def2-TZVPD" total_charge=+1 e_above_lowest_ev=1.381 multiplicity=2 e_lumo_ev="-3.5052 / -3.6926" s_squared=0.775
Ti -0.188 0.128 0.234
C -1.508 -5.371 -1.209
C -2.813 -5.089 -1.958
C -3.933 -5.890 -1.271
C -2.667 -5.570 -3.410
C -3.166 -3.604 -1.944
C -4.389 -3.186 -2.502
C -4.796 -1.868 -2.486
C -3.946 -0.931 -1.913
S -4.148 0.789 -1.762
C -2.593 0.895 -1.008
N -1.973 -0.253 -0.883
C -2.709 -1.310 -1.388
C -2.323 -2.651 -1.400
C -1.943 2.165 -0.702
C -2.664 3.359 -0.782
C -2.000 4.565 -0.690
C -0.617 4.561 -0.563
C 0.077 3.364 -0.447
C -0.547 2.110 -0.463
H -1.346 -6.448 -1.160
H -1.554 -4.992 -0.186
H -0.650 -4.930 -1.721
H -3.683 -6.952 -1.281
H -4.892 -5.770 -1.774
H -4.054 -5.576 -0.232
H -2.405 -6.629 -3.418
H -1.882 -5.017 -3.929
H -3.596 -5.444 -3.967
H -5.035 -3.914 -2.973
H -5.743 -1.567 -2.913
H -1.364 -2.911 -0.971
H -3.738 3.331 -0.927
H -2.543 5.499 -0.741
H -0.072 5.496 -0.539
H 1.154 3.441 -0.330
Cl -0.590 -3.416 6.315
C -0.785 -2.426 4.911
C -1.693 -1.358 4.946
C -1.835 -0.549 3.842
C -1.076 -0.762 2.688
O -1.185 0.077 1.665
C -0.188 -1.879 2.632
C 0.573 -2.194 1.480
O 0.601 -1.515 0.384
C -0.062 -2.694 3.781
H -2.280 -1.179 5.835
H -2.527 0.283 3.847
H 1.195 -3.088 1.519
H 0.626 -3.529 3.768
N 2.031 -0.627 -2.047
N 0.694 -0.113 -1.987
H 2.276 -0.878 -2.998
H 2.054 -1.469 -1.488
H 0.058 -0.683 -2.537
H 0.704 0.807 -2.407
C 2.549 1.165 0.553
C 3.567 2.195 1.093
N 3.517 2.209 2.550
C 3.616 0.842 3.048
C 2.375 0.009 2.611
N 1.584 0.787 1.623
C 1.072 1.966 2.386
C 2.248 2.781 2.980
H 3.054 0.250 0.254
H 2.015 1.549 -0.314
H 3.339 3.200 0.733
H 4.580 1.948 0.773
H 3.696 0.875 4.134
H 4.537 0.404 2.660
H 1.738 -0.219 3.463
H 2.689 -0.934 2.161
H 0.430 1.574 3.176
H 0.456 2.579 1.747
H 2.221 2.787 4.070
H 2.206 3.817 2.640